ORCA calculation (wB97M-V/def2-TZVPD) on a molecular structure, C29H42NNaO6SSi3.

Calculated values
E, Eh: -3065.7251
Net charge: -2
LUMO energy, eV: 3.886
Kohn-Sham gap, Eh: 0.210
E_HOMO, eV: -1.819
Spin multiplicity: 1

XYZ file:
```
83
Properties=species:S:1:pos:R:3:nbo_charge:R:1
Na 0.2310 0.1535 -0.1448 0.91
C -1.4015 3.3817 1.4274 -1.13
Si -2.0262 2.8463 -0.2783 1.76
C -0.6479 3.4221 -1.4472 -1.14
C -3.5013 4.0149 -0.6161 -1.13
C -2.4453 1.0869 -0.3753 -2.04
Si -3.2184 0.4939 -1.9061 1.75
C -2.9333 -1.3157 -2.3706 -1.13
C -2.6766 1.4413 -3.4642 -1.12
C -5.1206 0.6770 -1.9277 -1.13
Si -3.0119 0.3302 1.1545 1.75
C -3.3246 -1.5305 1.0815 -1.13
C -4.5943 1.0733 1.9161 -1.14
C -1.7234 0.4962 2.5693 -0.16
C -2.0005 0.7874 3.9060 -0.27
C -0.9624 0.8921 4.8191 -0.20
C 0.3394 0.7136 4.3802 -0.22
C 0.5428 0.4242 3.0391 0.04
N -0.4552 0.3089 2.1672 -0.49
H -1.1976 4.4576 1.4173 0.21
H -0.4685 2.8668 1.6750 0.25
H -2.1218 3.1835 2.2263 0.22
H 0.3140 3.0963 -1.0430 0.26
H -0.6333 4.5142 -1.5353 0.21
H -0.7517 3.0017 -2.4469 0.22
H -3.2142 5.0697 -0.5416 0.21
H -4.2993 3.8243 0.1087 0.22
H -3.9220 3.8487 -1.6126 0.21
H -1.8989 -1.6251 -2.2224 0.27
H -3.2002 -1.4729 -3.4223 0.20
H -3.5459 -1.9901 -1.7715 0.22
H -1.6286 1.2400 -3.7015 0.22
H -2.7952 2.5233 -3.3661 0.22
H -3.2815 1.1100 -4.3143 0.21
H -5.5691 0.1122 -1.1044 0.21
H -5.5564 0.3086 -2.8630 0.21
H -5.4092 1.7253 -1.8004 0.22
H -4.1739 -1.7723 0.4366 0.22
H -3.5440 -1.9138 2.0833 0.21
H -2.4436 -2.0501 0.6938 0.27
H -5.3996 1.0273 1.1777 0.23
H -4.4513 2.1261 2.1784 0.22
H -4.9261 0.5381 2.8125 0.21
H -3.0265 0.9450 4.2172 0.21
H -1.1641 1.1253 5.8594 0.19
H 1.1848 0.8030 5.0500 0.20
H 1.5468 0.2930 2.6491 0.21
O 2.1627 -0.9912 -0.2699 -0.78
C 2.1824 -2.3855 -0.0206 0.12
C 0.7381 -2.9455 -0.3491 0.78
O 0.6121 -4.1756 -0.2376 -0.76
O -0.1193 -2.0820 -0.6305 -0.79
C 3.2148 -3.0737 -0.9012 -0.05
C 3.5174 -4.4238 -0.7208 -0.13
C 4.4521 -5.0505 -1.5280 -0.25
C 5.1061 -4.3416 -2.5308 -0.25
C 4.8111 -3.0002 -2.7141 -0.23
C 3.8718 -2.3710 -1.9042 -0.21
C 2.4868 -2.6111 1.4623 -0.04
C 3.7695 -2.3586 1.9433 -0.15
C 4.0525 -2.4421 3.2984 -0.24
C 3.0520 -2.7914 4.1959 -0.24
C 1.7720 -3.0479 3.7256 -0.21
C 1.4898 -2.9557 2.3698 -0.19
H 2.9586 -0.5312 0.0575 0.52
H 2.9888 -4.9747 0.0444 0.23
H 4.6707 -6.1018 -1.3779 0.19
H 5.8384 -4.8336 -3.1610 0.19
H 5.3136 -2.4345 -3.4903 0.19
H 3.6392 -1.3237 -2.0440 0.23
H 4.5515 -2.0744 1.2475 0.21
H 5.0529 -2.2254 3.6538 0.20
H 3.2669 -2.8535 5.2565 0.19
H 0.9794 -3.3037 4.4186 0.20
H 0.4879 -3.1525 2.0106 0.24
C 3.6856 2.9196 -0.9795 -0.90
S 3.1524 2.0846 0.5039 2.42
O 3.4416 2.9782 1.6101 -1.01
O 3.9307 0.8391 0.5402 -1.05
O 1.7244 1.8462 0.2914 -1.06
H 4.7348 3.1856 -0.8657 0.22
H 3.0717 3.8096 -1.1049 0.23
H 3.5496 2.2448 -1.8223 0.22
```


ORCA calculation (wB97M-V/def2-TZVPD) on a single C29H43BrClN3O3 molecule.

Calculated values
E, Eh: -4555.0714
ΔE to the lowest compared entry with this formula, charge and spin, eV: 0.200
LUMO energy, eV: 0.261
Kohn-Sham gap, Eh: 0.329
E_HOMO, eV: -8.683
Spin multiplicity: 1

XYZ file:
```
80
Properties=species:S:1:pos:R:3:nbo_charge:R:1
C -0.2809 -3.2092 4.1244 -0.61
H 0.3134 -2.8423 3.2916 0.20
C -1.7313 -3.4342 3.7118 -0.39
C -1.9028 -4.5591 2.6901 -0.38
C -1.2867 -4.2205 1.3338 -0.42
H -1.6996 -3.2689 0.9930 0.21
C -1.5686 -5.2999 0.2898 -0.38
C -1.1982 -4.8941 -1.1387 -0.40
H -1.7638 -4.0035 -1.4194 0.20
C 0.2938 -4.6195 -1.3477 -0.23
N 0.6587 -3.2627 -1.0042 -0.64
C 1.2244 -2.4172 -1.8835 0.69
O 1.5689 -2.7582 -3.0007 -0.65
C 1.4211 -0.9705 -1.3900 -0.14
C 1.5685 -0.8262 0.1315 -0.42
H 0.6929 -1.1914 0.6653 0.23
C 2.8358 -1.5135 0.6401 -0.22
N 3.9862 -0.9296 -0.0213 -0.44
C 4.7649 -0.0615 0.6597 0.70
O 4.6587 0.0699 1.8692 -0.66
C 5.8088 0.7036 -0.1435 -0.50
H 6.6047 -0.0033 -0.3933 0.23
H 5.3693 1.0664 -1.0730 0.21
C 6.4041 1.8888 0.6232 -0.39
H 7.3660 2.1375 0.1707 0.21
C 5.5077 3.1320 0.5881 -0.40
C 4.4632 3.1517 1.7084 -0.45
C 3.2474 3.9861 1.3613 -0.40
H 2.5655 4.0810 2.2056 0.22
H 3.5165 4.9750 0.9892 0.21
Br 2.2078 3.1525 -0.0554 -0.06
H 4.1567 2.1322 1.9452 0.25
H 4.9070 3.5723 2.6152 0.21
H 5.0056 3.1703 -0.3832 0.20
H 6.1275 4.0294 0.6637 0.20
H 6.5814 1.5924 1.6580 0.23
C 3.9365 -1.1219 -1.4514 -0.22
H 4.8466 -0.7630 -1.9272 0.22
C 2.7061 -0.4288 -2.0405 -0.40
H 2.6722 -0.6231 -3.1126 0.24
H 2.7646 0.6478 -1.8714 0.21
H 3.8623 -2.1980 -1.6439 0.21
H 2.9535 -1.3584 1.7139 0.25
H 2.8128 -2.5870 0.4284 0.19
H 1.6532 0.2405 0.3504 0.23
C 0.2325 -0.1244 -1.8966 -0.40
H 0.3791 0.0829 -2.9582 0.22
H 0.2353 0.8270 -1.3586 0.21
C -1.1397 -0.7855 -1.7678 0.07
H -1.1782 -1.6771 -2.4043 0.20
C -2.2963 0.1809 -2.0663 -0.48
C -3.0486 0.1309 -0.7547 0.19
N -2.5015 -0.6498 0.0932 -0.08
O -1.3876 -1.2360 -0.4149 -0.39
C -4.2572 0.8727 -0.4625 -0.11
C -4.8827 0.7273 0.7790 -0.11
C -6.0370 1.4217 1.0720 -0.25
C -6.5806 2.2743 0.1204 -0.02
C -5.9752 2.4340 -1.1165 -0.24
C -4.8189 1.7352 -1.4045 -0.17
H -4.3525 1.8652 -2.3688 0.22
H -6.4078 3.1005 -1.8460 0.23
Cl -8.0267 3.1455 0.4808 0.01
H -6.5190 1.3080 2.0303 0.23
H -4.4428 0.0596 1.5022 0.23
H -2.9213 -0.1513 -2.8954 0.23
H -1.9364 1.1897 -2.2748 0.23
H 0.2497 -2.8912 -0.1637 0.42
H 0.5661 -4.7518 -2.3982 0.24
H 0.8867 -5.3189 -0.7465 0.19
H -1.4960 -5.7011 -1.8112 0.21
H -1.0293 -6.2126 0.5557 0.19
H -2.6357 -5.5355 0.3071 0.20
H -0.2083 -4.1135 1.4592 0.19
H -2.9708 -4.7481 2.5558 0.20
H -1.4523 -5.4757 3.0792 0.19
H -2.1361 -2.5096 3.2944 0.20
H -2.3154 -3.6808 4.6018 0.20
H 0.1620 -4.1360 4.4834 0.20
H -0.2270 -2.4734 4.9235 0.21
```


ORCA calculation (wB97M-V/def2-TZVPD) on a molecular structure, C29H43BrF3IO3Si3.

Calculated values
E, Eh: -5396.5497
ΔE to the lowest compared entry with this formula, charge and spin, eV: 0.186
LUMO energy, eV: 0.481
Kohn-Sham gap, Eh: 0.349
E_HOMO, eV: -9.029
Spin multiplicity: 1

XYZ file:
```
83
Properties=species:S:1:pos:R:3:lowdin_charge:R:1
C -1.6725 4.8817 1.0373 -0.15
C -0.8190 4.5192 -0.1605 -0.81
Br 0.1241 6.1143 -0.7353 0.68
C 0.1581 3.3787 0.1643 -0.34
Si 0.3293 2.1451 -1.2192 0.02
I 1.5286 3.2368 -3.0763 0.53
C -1.2794 1.5757 -1.9774 -0.24
C -2.3763 1.2054 -0.9935 -0.27
O -1.8616 1.2662 0.3421 -0.29
Si -2.4808 0.2314 1.4867 0.39
C -1.5410 0.6147 3.0510 -0.15
C -2.2663 -1.5749 1.0266 -0.16
C -4.2983 0.5572 1.7234 -0.15
O 1.2722 0.8690 -0.8307 -0.37
Si 1.2830 0.0588 0.6085 0.57
C 2.9436 -0.7333 0.8491 -0.28
C 4.0053 0.2044 1.4364 -0.24
C 4.1528 1.5312 0.7311 -0.28
O 4.3831 1.4389 -0.6646 -0.08
H -2.4063 4.0968 1.1994 0.07
H -1.0523 4.9508 1.9264 0.08
H -2.1647 5.8366 0.9062 0.06
H -1.4745 4.2263 -0.9737 0.07
H -0.2323 2.8831 1.0461 0.05
H 1.1315 3.7905 0.4108 0.07
H -1.0358 0.7201 -2.6006 0.08
H -1.6150 2.3637 -2.6442 0.07
H -2.7515 0.2073 -1.2046 0.10
H -3.2164 1.8892 -1.0946 0.12
H -0.8227 1.4076 2.8619 0.00
H -1.0008 -0.2551 3.4057 0.03
H -2.2073 0.9719 3.8289 0.03
H -1.3813 -1.9690 1.5151 0.01
H -3.1272 -2.1277 1.3898 0.03
H -2.1769 -1.7564 -0.0382 0.03
H -4.8683 0.2124 0.8662 0.02
H -4.6096 -0.0295 2.5836 0.03
H -4.5010 1.6054 1.9110 0.04
H 1.0175 0.9353 1.7732 0.01
H 0.2185 -0.9659 0.5624 -0.01
H 3.2867 -1.1562 -0.0956 0.08
H 2.8137 -1.5843 1.5110 0.07
H 3.7386 0.4239 2.4686 0.11
H 4.9671 -0.3016 1.4715 0.11
H 3.2788 2.1620 0.9116 0.10
H 5.0040 2.0586 1.1565 0.12
H 4.0553 0.5985 -0.9956 0.07
F 8.7941 -0.5550 0.9612 0.05
C 8.7244 -0.1164 -0.3160 -0.28
C 7.5541 0.4668 -0.7527 -0.01
C 7.4868 0.9182 -2.0611 -0.07
C 8.5776 0.7747 -2.9073 -0.10
C 9.7417 0.1804 -2.4410 -0.09
C 9.8252 -0.2717 -1.1319 -0.02
H 6.7141 0.5729 -0.0827 0.09
H 6.5762 1.3878 -2.4077 0.10
H 8.5211 1.1286 -3.9276 0.10
H 10.5934 0.0667 -3.0980 0.10
H 10.7227 -0.7342 -0.7449 0.12
F 1.5379 -3.7200 0.9197 0.04
C 1.1483 -4.4265 -0.1652 -0.28
C 1.1725 -5.8033 -0.1056 -0.02
C 0.7707 -6.5166 -1.2249 -0.08
C 0.3581 -5.8528 -2.3712 -0.09
C 0.3459 -4.4658 -2.4001 -0.08
C 0.7429 -3.7371 -1.2889 -0.02
H 1.5010 -6.2979 0.7981 0.12
H 0.7805 -7.5977 -1.1988 0.11
H 0.0473 -6.4156 -3.2404 0.10
H 0.0276 -3.9443 -3.2926 0.11
H 0.7373 -2.6553 -1.2856 0.10
F -6.4335 -1.4176 -0.6274 0.05
C -7.5374 -0.9219 -0.0243 -0.29
C -7.6239 -0.9859 1.3498 -0.03
C -8.7515 -0.4669 1.9669 -0.08
C -9.7676 0.0971 1.2088 -0.10
C -9.6531 0.1456 -0.1731 -0.08
C -8.5284 -0.3650 -0.8042 -0.02
H -6.8202 -1.4328 1.9183 0.11
H -8.8338 -0.5023 3.0447 0.11
H -10.6459 0.4994 1.6941 0.10
H -10.4434 0.5837 -0.7672 0.10
H -8.4151 -0.3343 -1.8791 0.12
```


ORCA calculation (wB97M-V/def2-TZVPD) on 8 unconnected molecules or ions with the total composition C29H43Cl3O14.

Calculated values
E, Eh: -3564.7985
ΔE to the lowest compared entry with this formula, charge and spin, eV: 0.000
LUMO energy, eV: 0.417
Kohn-Sham gap, Eh: 0.380
E_HOMO, eV: -9.910
Spin multiplicity: 1

XYZ file:
```
89
Properties=species:S:1:pos:R:3:lowdin_charge:R:1
C 1.1432 -3.3513 2.3948 -1.51
Cl -0.0214 -3.0161 1.1235 0.57
Cl 2.3434 -4.5703 1.9464 0.55
Cl 0.1987 -3.7524 3.8806 0.50
H 1.7256 -2.4729 2.4970 -0.05
O -2.5373 -1.1630 -2.2499 0.10
C -2.9155 -2.2495 -1.9157 -0.49
O -3.4155 -2.5266 -0.6981 0.02
C -3.6321 -3.9388 -0.5681 -0.15
C -2.6795 -4.5916 -1.6097 -0.13
C -2.7479 -3.5166 -2.7031 -0.08
H -4.6837 -4.2464 -0.7100 0.12
H -3.4609 -4.2075 0.5035 0.13
H -3.0285 -5.5558 -1.9734 0.11
H -1.6404 -4.8028 -1.3212 0.11
H -3.7105 -3.7204 -3.2891 0.15
H -1.8152 -3.3999 -3.3136 0.14
O -2.8942 1.0705 4.9442 0.12
C -1.9270 0.6661 5.5043 -0.49
O -1.6683 -0.6453 5.7036 0.03
C -0.5026 -0.7661 6.4851 -0.20
C -0.2435 0.6048 7.1274 -0.14
C -0.7218 1.5089 5.9824 -0.06
H 0.3573 -0.9815 5.8231 0.11
H -0.6401 -1.6367 7.1522 0.14
H 0.7572 0.6414 7.5499 0.11
H -0.8986 0.7206 8.0128 0.12
H -0.1787 1.5171 5.0579 0.08
H -1.0206 2.5295 6.2408 0.13
O 2.2831 -0.5609 1.7222 0.08
C 2.4937 0.5831 2.0080 -0.52
O 2.4963 1.4902 1.0600 0.02
C 2.4544 2.8470 1.6866 -0.06
C 2.6939 2.6412 3.2329 -0.12
C 2.6366 1.1187 3.4126 -0.06
H 1.4520 3.2523 1.5173 0.11
H 3.2095 3.4032 1.1500 0.11
H 1.9283 3.1384 3.7857 0.10
H 3.6658 3.0049 3.5632 0.11
H 1.7837 0.7986 3.9906 0.10
H 3.5989 0.7906 3.8540 0.14
O 0.9871 -4.0733 -2.3380 0.09
C 1.4807 -2.9627 -2.2514 -0.52
O 2.8192 -2.7363 -2.1608 0.02
C 2.9781 -1.2232 -1.7563 -0.06
C 1.8212 -0.6557 -2.5469 -0.15
C 0.7670 -1.7057 -2.3355 -0.12
H 4.0035 -0.9142 -1.9745 0.12
H 2.8112 -1.2088 -0.6883 0.10
H 2.2132 -0.6439 -3.5514 0.12
H 1.5016 0.3196 -2.1036 0.12
H 0.1216 -1.7850 -3.1615 0.11
H 0.1737 -1.5016 -1.4187 0.12
O 5.1067 5.6695 -1.4139 0.13
C 4.9533 4.5185 -1.6274 -0.48
O 3.9155 4.0468 -2.3881 0.02
C 3.8992 2.5806 -2.3559 -0.13
C 5.0453 2.0563 -1.4335 -0.13
C 5.8569 3.3543 -1.0984 -0.06
H 4.0807 2.2360 -3.3439 0.10
H 2.8902 2.2305 -2.0997 0.11
H 5.6367 1.2993 -1.9561 0.10
H 4.6017 1.6374 -0.4647 0.11
H 6.7772 3.3743 -1.6601 0.11
H 6.1866 3.6099 -0.0718 0.12
O -1.8179 -1.8165 -5.6643 0.10
C -2.8173 -1.2815 -5.2243 -0.51
O -3.9560 -1.9234 -4.9539 0.02
C -4.9662 -0.9577 -4.6840 -0.17
C -4.3644 0.3784 -4.3443 -0.12
C -2.9565 0.1972 -4.9953 -0.06
H -5.5529 -1.3696 -3.8175 0.14
H -5.7156 -0.9233 -5.4497 0.12
H -4.2234 0.4397 -3.2600 0.10
H -4.8032 1.2666 -4.7227 0.10
H -2.1501 0.4768 -4.3889 0.10
H -2.9527 0.6506 -5.9955 0.14
O -0.5558 1.9958 2.5646 0.11
C -1.2073 1.8719 1.5550 -0.45
O -0.9146 2.6789 0.4974 0.00
C -1.6564 2.2373 -0.6484 -0.16
C -2.9118 1.7229 -0.0333 -0.15
C -2.4108 1.0068 1.2379 -0.03
H -1.0333 1.5221 -1.1814 0.12
H -1.7234 3.1563 -1.2580 0.14
H -3.3941 1.0292 -0.7686 0.11
H -3.6279 2.5161 0.0628 0.11
H -2.0577 0.0056 0.9671 0.12
H -3.0965 0.9421 2.1448 0.15
```